The following is a DFT calculation (ωB97M-V with the def2-TZVPD basis set) of a structure of composition C17H23N3O3.

Geometry (Å):
1 O -1.63 1.73 2.01
2 O -0.45 3.19 0.06
3 O -1.74 -0.40 2.11
4 N -0.15 0.96 -0.57
5 N 2.03 3.97 -1.10
6 N 1.24 -0.81 2.17
7 C 1.51 -2.94 0.96
8 C -1.71 0.53 1.37
9 C 1.60 -1.54 1.15
10 C -1.34 -1.72 -1.25
11 C -3.66 -0.45 -1.04
12 C 1.76 2.57 -0.65
13 C -1.57 0.67 -0.14
14 C 2.41 -0.68 0.23
15 C 2.87 -2.67 -1.10
16 C 3.02 -1.28 -0.93
17 C 0.25 2.28 -0.37
18 C 1.67 0.51 2.16
19 C 2.67 2.12 0.60
20 C 2.04 -3.46 -0.19
21 C -4.33 -1.02 0.24
22 C 2.33 0.65 0.94
23 C -2.07 -0.38 -1.23
24 H 2.77 2.84 1.38
25 H 3.49 -3.21 -1.95
26 H -4.07 0.53 -1.38
27 H 1.13 -3.48 1.88
28 H 1.33 4.40 -1.79
29 H 3.64 2.10 0.30
30 H 0.81 -1.19 3.03
31 H 1.80 -4.55 -0.39
32 H -1.58 2.52 1.38
33 H 1.49 4.37 -0.26
34 H 0.70 0.33 -0.80
35 H -0.75 -1.91 0.00
36 H 3.50 -0.72 -1.71
37 H -1.88 0.33 -2.16
38 H -2.25 -2.68 -1.40
39 H -3.83 -1.91 0.50
40 H -0.47 -1.64 -2.29
41 H -5.41 -1.20 0.09
42 H -4.13 -1.02 -1.86
43 H 2.11 1.83 -1.44
44 H -4.40 -0.41 1.07
45 H -2.15 1.52 -0.51
46 H 1.38 1.34 2.86

The value obtained for the HOMO-LUMO gap is 8.816 eV. For the energy relative to the best compared isomer or geometry (same formula, charge and spin), the calculation gives 675.0 kJ/mol. The LUMO energy is 0.0219 Eh.

=====

The following is a DFT calculation (ωB97M-V with the def2-TZVPD basis set) of a structure of composition C17H23N3O6RuS.

Geometry (Å):
1 Ru -1.51 -0.21 1.30
2 S -0.65 -2.34 1.09
3 O -0.69 1.51 4.77
4 O -5.17 -0.44 -0.36
5 O -3.00 -0.50 0.10
6 O 0.11 -2.97 -3.67
7 O -1.01 1.94 0.75
8 O -0.72 0.17 3.00
9 N -0.14 -2.61 -1.49
10 N 0.59 -0.66 -0.38
11 N -3.15 1.05 2.16
12 C 0.70 -2.64 -2.70
13 C -1.83 2.89 1.40
14 C -1.30 1.04 3.85
15 C 4.19 -2.52 -1.21
16 C 4.86 -1.90 -2.27
17 C -2.81 1.28 3.58
18 C -4.26 -0.30 0.43
19 C 2.13 0.99 -1.21
20 C 0.06 -1.89 -0.42
21 C 4.21 -1.62 -3.48
22 C 0.79 0.32 -1.48
23 C -4.37 0.23 1.88
24 C 2.82 -2.70 -1.33
25 C 2.16 1.86 0.03
26 C 2.16 -2.42 -2.51
27 C 2.87 -1.89 -3.61
28 C -3.19 2.34 1.45
29 H -3.87 3.01 1.96
30 H 1.06 -0.48 0.48
31 H 3.19 2.03 0.33
32 H -1.76 3.80 0.88
33 H -3.55 2.29 0.46
34 H 0.77 -0.10 -2.52
35 H -0.06 2.24 0.83
36 H 2.40 -3.13 -0.46
37 H 2.42 -1.74 -4.55
38 H -5.28 0.84 2.08
39 H 4.66 -2.73 -0.28
40 H 2.91 0.22 -1.29
41 H -3.17 2.25 3.89
42 H -0.09 0.96 -1.41
43 H -4.37 -0.61 2.59
44 H -3.32 0.50 4.15
45 H 2.32 1.64 -2.05
46 H -1.47 3.08 2.42
47 H 1.72 1.40 0.92
48 H -0.83 -3.36 -1.47
49 H 4.79 -1.21 -4.29
50 H 5.93 -1.77 -2.21
51 H 1.73 2.86 -0.12

As for the charge: +2. The value obtained for the HOMO-LUMO gap (spin up / spin down) is 6.853 / 5.451 eV. The LUMO energy (spin up / spin down) is -0.3112 / -0.3627 Eh. As for the spin multiplicity: 5. The expectation value of S² is 6.018.

=====

The following is a DFT calculation (ωB97M-V with the def2-TZVPD basis set) of a structure of composition C17H23N4Pd.

Geometry (Å):
1 Pd 0.43 1.31 -0.80
2 N -1.45 1.52 -2.06
3 N 0.26 3.47 -0.86
4 N -1.55 0.96 0.81
5 N 0.79 -0.50 -1.20
6 C 1.19 -2.70 -0.33
7 C 1.28 -0.54 1.10
8 C 2.29 -4.76 0.28
9 C -1.13 3.83 -1.20
10 C 0.78 -0.98 2.33
11 C -2.59 0.84 -1.42
12 C 1.52 1.07 3.38
13 C 1.07 -1.23 -0.19
14 C 2.15 -3.39 0.42
15 C 0.49 -4.78 -1.32
16 C 2.04 1.51 2.17
17 C 0.36 -3.40 -1.20
18 C -2.78 1.18 0.05
19 C 1.92 0.71 1.04
20 C 1.45 -5.46 -0.59
21 C 0.90 -0.18 3.45
22 C -1.63 2.95 -2.34
23 H -1.73 3.70 -0.31
24 H -1.21 1.02 -2.90
25 H 1.56 -6.53 -0.69
26 H 0.56 3.95 -0.02
27 H 2.80 -2.84 1.09
28 H -3.08 2.22 0.17
29 H 1.62 1.68 4.27
30 H 3.04 -5.29 0.85
31 H -2.39 -0.23 -1.52
32 H -3.62 0.58 0.41
33 H 2.43 1.00 0.11
34 H -3.52 1.06 -1.94
35 H 0.50 -0.53 4.40
36 H -1.22 4.88 -1.50
37 H -0.16 -5.32 -2.00
38 H 0.30 -1.95 2.39
39 H 2.57 2.45 2.12
40 H -2.68 3.20 -2.54
41 H -0.38 -2.86 -1.77
42 H -1.56 1.45 1.70
43 H 0.88 3.77 -1.60
44 H -1.43 -0.02 1.03
45 H -1.06 3.19 -3.24

As for the charge: +1. The value obtained for the HOMO-LUMO gap is 7.873 eV. For the energy relative to the best compared isomer or geometry (same formula, charge and spin), the calculation gives 36.2 kJ/mol. The LUMO energy is -0.1284 Eh.